Below is a molecular structure, C38H43CsN7O3P at a distorted geometry, with properties calculated with ωB97M-V with the def2-TZVPD basis set.

Positions of all 93 atoms, in Å:
Cs: -0.06799 0.60572 -0.33613
C: -1.33011 2.95161 5.69368
C: -0.49450 2.82951 4.44980
C: -0.37547 3.87646 3.53925
C: 0.37674 3.74728 2.38941
C: 1.07907 2.57504 2.04938
N: 1.69235 2.50623 0.81893
C: 3.00561 2.21852 0.74266
C: 3.88974 2.06019 1.83997
C: 5.22455 1.75114 1.67402
C: 5.80448 1.58322 0.41787
C: 7.24849 1.19791 0.25562
C: 4.96895 1.76805 -0.67669
C: 3.63189 2.08868 -0.52397
N: 2.86360 2.28129 -1.71718
C: 2.95326 3.28774 -2.60490
C: 2.06469 3.02187 -3.62706
C: 1.47735 1.80436 -3.25437
N: 1.96681 1.36520 -2.10251
C: 0.94517 1.52605 2.99252
C: 0.17828 1.65521 4.14575
N: 1.59612 0.26259 2.81604
C: 2.30497 -0.42351 3.73560
C: 2.62204 -1.64525 3.18404
C: 2.04968 -1.59967 1.90457
N: 1.42784 -0.45082 1.69277
H: -1.68349 3.97391 5.82504
H: -0.76635 2.67705 6.58691
H: -2.20785 2.30241 5.65011
H: -0.87762 4.81632 3.74113
H: 0.47082 4.57904 1.70168
H: 3.51066 2.22057 2.84165
H: 5.84498 1.64676 2.55903
H: 7.85849 1.59867 1.06674
H: 7.65917 1.57488 -0.68215
H: 7.38128 0.11233 0.25585
H: 5.35533 1.66529 -1.68542
H: 3.63250 4.10442 -2.42971
H: 1.87936 3.61683 -4.50394
H: 0.71834 1.22211 -3.75580
H: 0.10563 0.79970 4.80927
H: 2.54539 0.02311 4.68538
H: 3.20589 -2.43057 3.62988
H: 2.07136 -2.34000 1.11981
C: -2.10945 2.70636 -2.70209
C: -1.47056 3.52060 -1.77825
C: -1.95080 3.60142 -0.47843
C: -3.06066 2.85923 -0.09817
C: -3.69669 2.04169 -1.02233
C: -3.22465 1.97095 -2.32556
H: -1.72455 2.63232 -3.71152
H: -0.57081 4.05466 -2.05701
H: -1.42866 4.20687 0.25035
H: -3.41497 2.90614 0.92391
H: -4.56724 1.46754 -0.72798
H: -3.72583 1.34471 -3.05248
C: -0.58499 -3.31646 -5.84783
C: 0.02394 -3.27898 -4.46591
O: -1.01959 -3.15036 -3.48270
P: -0.93219 -1.84504 -2.48829
O: -2.47808 -1.89455 -1.95732
C: -3.52517 -1.64152 -2.90093
C: -4.26399 -2.91986 -3.22518
O: -0.23289 -2.42005 -1.15500
C: -0.65066 -3.62620 -0.48475
C: 0.37616 -4.71201 -0.70511
H: 0.18739 -3.46895 -6.60231
H: -1.09443 -2.37680 -6.06498
H: -1.30817 -4.12803 -5.92556
H: 0.72785 -2.44543 -4.37008
H: 0.56836 -4.19782 -4.24113
H: -3.11023 -1.18984 -3.80971
H: -4.18981 -0.90306 -2.44758
H: -3.59531 -3.63558 -3.69981
H: -5.09879 -2.71737 -3.89799
H: -4.66154 -3.36790 -2.31380
H: -1.63274 -3.92705 -0.85170
H: -0.74618 -3.36978 0.57257
H: 0.42808 -4.98162 -1.75990
H: 0.11336 -5.60500 -0.13615
H: 1.36319 -4.37933 -0.38309
N: -4.56906 -5.12618 3.86117
C: -4.08757 -4.20993 3.36375
C: -3.48461 -3.06581 2.74217
C: -4.09408 -2.45455 1.65066
C: -3.46078 -1.35859 1.08643
N: -2.31026 -0.86851 1.53363
C: -1.74034 -1.45540 2.58309
C: -2.28162 -2.55776 3.22553
H: -5.02801 -2.82397 1.25248
H: -3.88782 -0.86253 0.22299
H: -0.80073 -1.03045 2.91673
H: -1.78128 -3.00767 4.07073

Output
Relative energy (zero: lowest compared OMol25 entry of this formula, charge and spin) (kcal per mole): 6.14
Spin multiplicity: 1
Gap between HOMO and LUMO (eV): 5.71
M (g mol⁻¹): 809.7
Maximum force (hartree/bohr): 0.02916
HOMO level (Ha): -0.22119

=====

Below is a single C5H7FO molecule at a distorted geometry, with properties calculated with ωB97M-V with the def2-TZVPD basis set.

Positions of all 14 atoms, in Å:
C: 2.84758 -0.34217 -0.32545
C: 1.73070 0.03201 0.48843
O: 0.72803 0.82163 -0.04453
C: -0.56724 0.42277 -0.10790
C: -1.58641 1.43371 -0.00540
C: -0.76899 -0.89915 -0.00879
F: -2.05565 -1.34119 -0.06356
H: 2.87227 -0.19837 -1.44796
H: 3.57027 -1.12597 0.09104
H: 1.66424 -0.29751 1.70181
H: -2.54701 0.75979 0.31133
H: -1.78094 2.14524 -0.99364
H: -1.09127 2.02825 0.80114
H: 0.05518 -1.69681 0.21922

Output
Relative energy (zero: lowest compared OMol25 entry of this formula, charge and spin) (kcal per mole): 72.96
Spin multiplicity: 1
Gap between HOMO and LUMO (eV): 9.74
M (g mol⁻¹): 102.1
Structure (SMILES): C=CO/C(C)=C/F
Maximum force (hartree/bohr): 0.07347
HOMO level (Ha): -0.32105